Computed, not measured: a 10-piece molecular cluster, BH24NO8 overall, with the ωB97M-V functional and the def2-TZVPD basis.

Geometry (Å):
O -7.059 -27.571 29.816
O -10.102 -25.955 33.657
O -7.692 -21.787 30.462
O -9.613 -22.626 33.193
O -12.336 -25.088 29.172
O -10.783 -24.511 27.036
O -11.899 -21.754 31.649
O -7.463 -25.177 34.136
N -8.352 -22.786 27.492
B -9.136 -24.936 30.378
H -6.205 -26.957 29.831
H -8.679 -23.799 27.524
H -8.185 -22.588 30.887
H -7.668 -22.315 28.079
H -7.153 -25.059 35.177
H -11.059 -22.046 32.043
H -11.558 -25.081 29.664
H -7.795 -27.023 29.708
H -9.247 -25.844 34.107
H -8.087 -21.024 30.720
H -7.508 -24.180 33.931
H -11.478 -21.152 30.920
H -9.902 -23.922 30.133
H -8.283 -24.704 31.399
H -9.533 -22.854 34.247
H -8.637 -25.593 29.372
H -9.906 -25.891 32.760
H -11.082 -23.961 26.197
H -9.400 -23.306 32.794
H -9.799 -25.636 30.946
H -11.476 -24.341 27.715
H -8.217 -22.420 26.590
H -9.136 -22.209 27.863
H -12.710 -24.345 29.484

Summary:
DFT total energy   -695.6942 a.u.
Spin multiplicity   1
Relative energy (zero: lowest compared OMol25 entry of this formula, charge and spin)   0.5292 eV

Computed, not measured: BH24NiO10 as an isolated structure, with the ωB97M-V functional and the def2-TZVPD basis.

Geometry (Å):
Ni -0.989 -0.329 1.849
O 0.472 1.048 2.678
O -2.600 1.536 -0.952
O 1.657 1.847 -3.858
O 0.922 -2.794 -1.566
O 0.348 -2.192 2.391
O 2.706 2.343 -0.482
O -2.476 1.101 1.966
O -2.380 -1.865 1.369
O 3.457 -0.407 0.865
O -0.451 0.097 -3.219
B -0.249 -0.007 -0.198
H -1.785 1.195 -0.582
H -1.133 -0.537 -0.517
H 2.631 -0.847 1.068
H -3.292 1.084 1.466
H -2.984 -2.343 1.938
H 0.197 -3.012 2.861
H 1.343 2.751 -3.827
H 0.883 0.956 3.538
H 0.867 1.315 -3.762
H -0.540 0.783 0.477
H 0.318 -0.753 0.337
H -0.338 -0.849 -3.309
H 0.609 -1.988 -1.157
H -2.827 -1.828 0.523
H -0.209 0.282 -2.312
H -3.017 0.776 -1.357
H 0.174 -3.390 -1.526
H 2.063 1.659 -0.295
H 3.493 0.330 1.474
H 1.253 -2.253 2.085
H -2.320 2.030 2.139
H 0.306 0.290 -1.075
H 3.046 2.121 -1.349
H 0.845 1.853 2.319

Summary:
DFT total energy   -2299.5764 a.u.
⟨S²⟩   2.003
Spin multiplicity   3
Charge   +1
Relative energy (zero: lowest compared OMol25 entry of this formula, charge and spin)   2.2818 eV

Computed, not measured: a 11-piece molecular cluster, BH24O10 overall, with the ωB97M-V functional and the def2-TZVPD basis.

Geometry (Å):
O 18.861 -1.204 26.117
O 23.602 -1.932 22.893
O 18.097 1.851 22.421
O 18.223 1.610 25.569
O 19.736 4.494 25.384
O 18.065 4.551 23.203
O 20.282 0.837 21.040
O 20.278 -1.212 23.381
O 22.364 4.454 22.235
O 19.894 3.769 21.035
B 21.682 1.750 24.197
H 19.602 -1.705 25.807
H 20.042 1.178 21.862
H 22.263 0.981 23.504
H 23.420 -2.517 23.637
H 17.800 2.151 21.535
H 20.468 4.031 24.983
H 23.519 -1.118 23.353
H 22.463 2.588 24.627
H 19.975 5.389 25.552
H 21.209 1.121 25.191
H 20.727 -0.387 23.587
H 18.532 1.514 24.701
H 20.761 2.200 23.555
H 22.511 3.936 23.035
H 21.452 4.409 21.881
H 20.137 2.944 21.372
H 18.636 3.983 22.718
H 18.701 4.807 23.895
H 20.091 -1.263 22.454
H 19.042 -0.283 25.811
H 17.750 0.963 22.397
H 18.956 1.897 26.055
H 19.340 3.380 20.353
H 21.127 1.169 20.746

Summary:
DFT total energy   -791.6450 a.u.
Spin multiplicity   1
Charge   -1
Relative energy (zero: lowest compared OMol25 entry of this formula, charge and spin)   1.3424 eV

Computed, not measured: a 12-piece molecular cluster, BH26O11 overall, with the ωB97M-V functional and the def2-TZVPD basis.

Geometry (Å):
O -1.947 2.577 1.359
O -2.541 -2.411 2.238
O 2.537 3.031 0.267
O -3.435 -2.501 -0.641
O -0.398 3.494 -2.826
O 1.040 -3.503 -0.443
O 4.049 -1.934 -0.571
O 1.179 -0.933 -3.681
O -2.947 0.139 -1.921
O -0.966 1.753 4.008
O 3.165 -1.037 1.788
B 0.223 0.221 -0.144
H 1.265 -0.385 -3.004
H -2.982 -2.351 0.196
H -3.205 -1.545 -0.895
H 1.380 -3.430 0.434
H -1.342 1.927 3.090
H -1.715 -1.898 2.405
H 1.248 -0.269 -0.746
H -0.307 1.258 -0.644
H -1.409 3.406 -3.329
H 3.596 -1.647 0.211
H 4.875 -2.255 -0.378
H 0.309 0.440 1.152
H 3.149 2.370 0.466
H -2.851 2.244 1.377
H -2.119 -0.222 -1.440
H 2.438 -0.503 1.795
H -1.480 1.981 0.855
H 3.051 -1.069 2.715
H 1.800 -0.427 -4.343
H 1.667 2.527 0.175
H -0.764 -0.623 -0.065
H -3.318 -1.660 2.239
H -2.741 0.471 -2.918
H 1.139 -2.697 -0.624
H -1.244 2.656 4.050
H -0.416 2.801 -2.208

Summary:
DFT total energy   -867.9511 a.u.
Spin multiplicity   1
Charge   -1
Relative energy (zero: lowest compared OMol25 entry of this formula, charge and spin)   4.8921 eV

Computed, not measured: a 14-piece molecular cluster, BH30O13 overall, with the ωB97M-V functional and the def2-TZVPD basis.

Geometry (Å):
O -3.475 -0.275 -0.352
O -0.949 -3.125 1.517
O -1.734 -0.406 2.398
O 1.525 -3.334 0.287
O 1.416 -2.708 3.035
O -1.444 2.520 2.388
O 0.041 0.467 4.051
O -0.651 0.940 -2.567
O -0.244 -2.078 -2.385
O -2.018 2.647 -0.625
O 0.789 3.932 -1.459
O 2.423 -2.676 -2.272
O 2.062 2.375 -3.395
B 0.824 0.524 0.261
H -0.084 0.650 -1.821
H 2.575 2.376 -4.222
H 0.546 -2.848 2.635
H 0.593 -2.533 -2.437
H 2.291 1.547 -2.932
H -2.925 2.481 -0.963
H -2.303 2.441 1.964
H -0.065 -1.207 -2.003
H 0.668 1.751 0.609
H -1.895 0.526 2.506
H -0.583 -0.043 3.561
H 1.776 -1.819 2.901
H -0.923 2.582 1.579
H 1.579 0.425 -0.719
H 1.640 -2.652 0.930
H 2.831 -1.904 -2.634
H -1.447 -2.382 1.313
H 0.511 0.816 3.331
H 1.382 -0.114 1.205
H -1.372 -3.368 2.347
H 0.605 -3.430 0.108
H 1.281 3.567 -2.193
H 1.274 3.503 -0.759
H -0.211 -0.047 0.008
H -2.984 -0.103 -1.136
H -3.132 0.431 0.217
H -1.397 2.254 -1.295
H 2.258 -2.396 -1.413
H 0.049 1.034 -3.241
H -1.102 -0.340 1.671

Summary:
DFT total energy   -1020.9805 a.u.
Spin multiplicity   1
Charge   -1
Relative energy (zero: lowest compared OMol25 entry of this formula, charge and spin)   0.6079 eV

Computed, not measured: a 2-piece molecular cluster, BH3O2S overall, with the ωB97M-V functional and the def2-TZVPD basis.

Geometry (Å):
S 2.033 0.044 0.079
O -0.759 -0.642 -0.875
O -1.430 0.477 1.153
B -0.619 -0.117 0.251
H 0.014 -1.112 -1.359
H -0.994 0.879 1.916
H 1.754 0.472 -1.166

Summary:
DFT total energy   -575.3546 a.u.
Spin multiplicity   1
Relative energy (zero: lowest compared OMol25 entry of this formula, charge and spin)   1.9346 eV